Entry 1:
ORCA calculation (wB97M-V/def2-TZVPD) on a structure of composition C28H34BrN8O3SV.

```
76
Properties=species:S:1:pos:R:3:mulliken_spin:R:1
V -0.374 0.695 0.357 1.778
N -0.649 0.174 -1.678 -0.054
C -1.980 -0.386 -1.993 0.021
C -1.990 -1.841 -1.553 0.001
N -1.406 -1.968 -0.211 -0.010
C -0.635 -3.214 -0.050 0.005
C 0.345 -3.550 -1.173 0.002
N 1.033 -2.371 -1.682 0.001
C -2.453 -1.903 0.813 0.035
C -1.882 -1.543 2.168 -0.008
N -1.355 -0.167 2.107 -0.001
H -0.477 1.022 -2.209 0.000
H 0.075 -0.510 -1.932 -0.001
H -2.195 -0.329 -3.062 0.005
H -2.735 0.194 -1.463 0.005
H -1.391 -2.412 -2.255 -0.001
H -3.009 -2.243 -1.590 0.000
H -1.319 -4.068 0.057 0.000
H -0.081 -3.144 0.887 -0.003
H -0.186 -4.020 -2.003 0.000
H 1.020 -4.317 -0.775 0.000
H 1.727 -2.629 -2.372 0.000
H 1.512 -1.863 -0.945 0.005
H -3.005 -2.851 0.877 0.002
H -3.165 -1.126 0.525 -0.012
H -1.078 -2.225 2.439 -0.002
H -2.648 -1.636 2.940 -0.001
H -0.745 0.037 2.894 -0.004
H -2.146 0.472 2.177 0.020
S 7.250 2.257 1.376 0.000
N 6.227 1.251 2.109 0.000
C 5.253 1.010 1.246 0.000
C 4.082 0.197 1.508 0.001
C 3.891 -0.441 2.733 0.001
C 2.746 -1.176 2.922 0.001
C 1.807 -1.196 1.898 0.020
N 1.948 -0.573 0.736 0.006
C 3.106 0.082 0.507 0.010
C 3.339 0.677 -0.829 -0.018
N 2.441 0.419 -1.786 0.002
C 2.633 0.937 -2.985 0.000
C 3.719 1.749 -3.316 0.000
C 4.657 2.006 -2.345 0.000
C 4.477 1.456 -1.075 0.000
C 5.435 1.645 -0.004 0.000
N 6.545 2.362 -0.071 0.000
H 4.647 -0.345 3.501 0.000
H 2.559 -1.710 3.843 0.000
H 0.878 -1.737 2.034 -0.013
H 1.890 0.693 -3.738 0.000
H 3.816 2.148 -4.315 0.000
H 5.531 2.613 -2.540 0.000
Br 4.954 4.060 4.422 0.000
C 4.110 4.086 2.732 -0.001
C 4.634 4.873 1.716 0.002
C 4.026 4.874 0.468 -0.001
C 2.912 4.084 0.234 0.003
C 2.399 3.303 1.262 0.004
C 2.988 3.307 2.522 0.000
C 1.260 2.391 1.008 0.008
O 0.718 1.725 1.926 -0.022
O 0.840 2.209 -0.185 -0.009
H 5.509 5.481 1.903 0.000
H 4.436 5.488 -0.323 0.000
H 2.440 4.058 -0.740 0.001
H 2.577 2.690 3.310 0.000
C -4.263 2.257 0.839 0.014
O -3.107 1.417 0.793 -0.079
C -1.892 1.884 0.310 -0.654
C -1.906 3.316 -0.135 -0.004
H -4.609 2.505 -0.165 -0.006
H -4.073 3.174 1.395 -0.005
H -5.033 1.682 1.347 0.002
H -2.735 3.537 -0.815 -0.018
H -0.979 3.561 -0.644 -0.001
H -2.002 3.998 0.719 -0.029
```

## Properties
E = -5667.2459 Eh
Frontier orbital gap (spin up / spin down) = 0.3027 / 0.2305 Ha
Multiplicity = 2
Total charge = +1

Entry 2:
ORCA calculation (wB97M-V/def2-TZVPD) on a structure of composition C28H34MnN2S2Si2.

```
69
Properties=species:S:1:pos:R:3:mulliken_spin:R:1
Mn 0.068 1.757 0.423 4.338
S 1.716 0.196 0.056 0.117
C 0.776 -1.264 0.130 0.263
N 1.426 -2.445 0.309 0.179
C 0.653 -3.668 0.461 -0.011
C -0.518 -3.622 -0.483 0.021
N -1.306 -2.443 -0.164 0.168
C -2.762 -2.559 -0.259 -0.016
C -3.275 -2.515 -1.684 -0.001
C -3.184 -3.635 -2.508 0.000
C -3.632 -3.588 -3.822 0.000
C -4.184 -2.417 -4.324 0.001
C -4.288 -1.299 -3.507 -0.003
C -3.834 -1.348 -2.195 0.014
C -0.659 -1.263 0.022 0.190
S -1.596 0.192 0.107 0.118
C 2.866 -2.620 0.127 -0.007
C 3.176 -3.245 -1.215 0.006
C 2.872 -2.554 -2.387 0.002
C 3.118 -3.131 -3.623 0.000
C 3.672 -4.405 -3.704 0.002
C 3.979 -5.097 -2.542 -0.001
C 3.728 -4.517 -1.302 0.004
H 0.296 -3.760 1.491 0.003
H 1.293 -4.519 0.235 -0.004
H -1.140 -4.507 -0.366 -0.003
H -0.158 -3.584 -1.517 0.000
H -3.203 -1.755 0.321 0.003
H -3.039 -3.505 0.208 -0.005
H -2.775 -4.561 -2.120 -0.001
H -3.557 -4.467 -4.449 0.000
H -4.538 -2.378 -5.347 0.000
H -4.721 -0.385 -3.892 0.000
H -3.902 -0.471 -1.563 0.002
H 3.235 -3.258 0.932 0.004
H 3.343 -1.651 0.225 -0.004
H 2.443 -1.558 -2.324 0.000
H 2.881 -2.585 -4.528 0.000
H 3.866 -4.853 -4.670 0.000
H 4.413 -6.087 -2.597 0.000
H 3.971 -5.059 -0.393 0.000
C 1.637 1.446 3.528 -0.012
Si 0.115 2.200 2.746 -0.244
C -1.367 1.430 3.588 -0.011
C 0.110 4.040 3.102 -0.012
C 0.136 4.558 4.404 0.012
C 0.132 5.928 4.621 0.000
C 0.101 6.799 3.536 0.001
C 0.075 6.296 2.244 0.002
C 0.079 4.917 2.008 0.000
Si 0.044 4.157 0.286 -0.123
C 1.513 4.877 -0.646 0.004
C -1.474 4.860 -0.578 0.005
H 1.642 1.661 4.603 -0.004
H 2.544 1.863 3.085 0.001
H 1.656 0.363 3.385 0.005
H -1.331 1.646 4.661 -0.005
H -1.380 0.346 3.447 0.006
H -2.296 1.837 3.182 0.001
H 0.161 3.886 5.259 -0.001
H 0.153 6.319 5.631 0.000
H 0.098 7.870 3.702 0.000
H 0.051 6.991 1.408 -0.001
H 1.457 5.971 -0.628 -0.003
H 1.521 4.555 -1.691 -0.001
H 2.458 4.576 -0.188 0.002
H -1.431 5.954 -0.562 -0.002
H -2.395 4.547 -0.077 0.002
H -1.526 4.537 -1.622 -0.001
```

## Properties
E = -3723.2654 Eh
Frontier orbital gap (spin up / spin down) = 0.2498 / 0.2455 Ha
Multiplicity = 6

Entry 3:
ORCA calculation (wB97M-V/def2-TZVPD) on a structure of composition C28H35AlCl63O.

```
128
Properties=species:S:1:pos:R:3:lowdin_charge:R:1
C -3.760 2.335 -3.597 -0.097
C -4.201 1.285 -3.202 -0.278
C -4.519 -0.050 -2.682 -0.292
Al -4.191 -0.127 -0.634 0.262
C -3.136 1.588 -0.217 -0.294
C -2.223 1.459 1.041 -0.280
C -0.842 1.039 0.526 -0.295
O 0.109 0.804 1.565 -0.198
C 1.337 0.406 0.931 -0.117
H -3.301 3.102 -4.172 0.005
H -5.561 -0.302 -2.915 0.007
H -3.853 -0.802 -3.130 0.044
H -5.553 -0.179 0.221 -0.113
H -3.321 -1.427 -0.238 -0.114
H -2.459 1.701 -1.086 0.038
H -3.774 2.478 -0.202 -0.026
H -2.172 2.436 1.550 0.029
H -2.608 0.744 1.786 0.082
H -1.010 0.163 -0.125 0.083
H -0.502 1.863 -0.132 0.124
H 2.159 1.065 1.243 0.082
H 1.210 0.408 -0.159 0.005
H 1.527 -0.636 1.234 0.082
C 1.996 -1.187 -3.294 -1.561
Cl 3.375 -1.226 -2.184 0.510
Cl 1.599 -2.818 -3.848 0.525
Cl 0.608 -0.428 -2.526 0.577
H 2.273 -0.591 -4.156 -0.092
C -1.325 -3.695 1.491 -1.556
Cl -0.119 -4.277 2.654 0.457
Cl -2.224 -2.342 2.153 0.553
Cl -0.550 -3.241 -0.025 0.515
H -2.015 -4.505 1.295 -0.063
C -1.537 3.515 4.329 -1.472
Cl -3.030 3.841 3.464 0.551
Cl -0.884 5.009 5.030 0.556
Cl -1.796 2.302 5.587 0.533
H -0.811 3.123 3.624 0.020
C -4.184 -7.199 2.595 -1.529
Cl -2.974 -7.775 3.748 0.512
Cl -5.081 -5.836 3.260 0.545
Cl -3.422 -6.756 1.067 0.535
H -4.881 -8.006 2.403 0.010
C -0.781 7.695 3.504 -1.585
Cl 0.133 7.659 1.994 0.528
Cl -0.503 9.217 4.364 0.508
Cl -2.498 7.457 3.200 0.502
H -0.433 6.883 4.130 -0.121
C 3.567 2.548 -4.450 -1.526
Cl 2.595 1.398 -5.378 0.589
Cl 3.001 2.632 -2.782 0.542
Cl 5.279 2.108 -4.498 0.478
H 3.449 3.523 -4.897 -0.067
C -6.726 -3.777 -3.075 -1.566
Cl -5.512 -4.343 -1.925 0.518
Cl -7.634 -2.421 -2.404 0.533
Cl -5.971 -3.328 -4.609 0.524
H -7.420 -4.586 -3.265 -0.102
C 8.478 1.586 -2.245 -1.523
Cl 9.488 0.254 -1.678 0.510
Cl 8.222 1.476 -3.994 0.483
Cl 6.937 1.601 -1.389 0.530
H 8.992 2.516 -2.036 0.015
C 1.393 -7.525 0.400 -1.529
Cl -0.208 -6.903 0.789 0.504
Cl 1.310 -8.657 -0.958 0.521
Cl 2.509 -6.208 0.038 0.507
H 1.768 -8.060 1.264 0.009
C 6.402 -5.777 1.849 -1.533
Cl 8.047 -6.434 1.908 0.529
Cl 6.100 -4.998 0.297 0.536
Cl 5.224 -7.052 2.151 0.505
H 6.305 -5.032 2.628 0.017
C -2.766 6.280 8.748 -1.541
Cl -4.339 6.961 9.180 0.515
Cl -2.924 5.115 7.439 0.511
Cl -1.634 7.565 8.305 0.515
H -2.371 5.766 9.615 0.010
C 11.329 -4.948 2.820 -1.566
Cl 11.798 -5.289 1.151 0.523
Cl 11.607 -6.357 3.845 0.523
Cl 12.203 -3.545 3.438 0.529
H 10.270 -4.721 2.833 -0.022
C 14.339 -5.493 -1.900 -1.554
Cl 13.837 -4.185 -2.975 0.534
Cl 13.848 -7.057 -2.550 0.530
Cl 16.082 -5.448 -1.631 0.528
H 13.843 -5.349 -0.947 -0.033
C 12.667 -1.187 -4.953 -1.561
Cl 11.038 -0.561 -4.713 0.510
Cl 12.706 -2.350 -6.282 0.518
Cl 13.811 0.128 -5.243 0.523
H 12.964 -1.701 -4.047 -0.035
C -4.302 5.321 -0.878 -1.495
Cl -4.870 4.236 -2.150 0.622
Cl -4.900 4.793 0.701 0.505
Cl -2.534 5.399 -0.876 0.520
H -4.684 6.317 -1.068 0.004
C -9.892 -6.517 -2.426 -1.543
Cl -8.671 -7.082 -1.283 0.539
Cl -10.789 -5.156 -1.754 0.525
Cl -9.141 -6.072 -3.962 0.549
H -10.587 -7.327 -2.611 -0.002
C 1.715 -6.030 6.093 -1.550
Cl 2.709 -6.163 4.637 0.497
Cl 1.928 -4.450 6.850 0.528
Cl 0.018 -6.317 5.714 0.512
H 2.040 -6.789 6.794 0.009
C -6.301 7.890 3.895 -1.533
Cl -6.073 7.800 2.148 0.506
Cl -5.867 6.358 4.657 0.521
Cl -5.342 9.208 4.569 0.484
H -7.347 8.086 4.095 0.013
C -12.792 -4.826 -5.797 -1.538
Cl -12.511 -5.044 -7.527 0.522
Cl -12.397 -6.304 -4.913 0.513
Cl -11.858 -3.464 -5.181 0.533
H -13.843 -4.613 -5.648 0.011
C -5.257 12.543 1.868 -1.546
Cl -4.206 11.163 2.169 0.506
Cl -5.749 12.600 0.172 0.518
Cl -6.674 12.492 2.924 0.510
H -4.704 13.447 2.090 0.009
C 3.790 6.934 -5.706 -1.536
Cl 4.820 5.610 -5.150 0.558
Cl 3.528 6.827 -7.449 0.526
Cl 2.253 6.925 -4.842 0.541
H 4.295 7.868 -5.495 0.011
```

## Properties
E = -30397.4763 Eh
Frontier orbital gap = 0.2108 Ha
Multiplicity = 1
Total charge = -1

Entry 4:
ORCA calculation (wB97M-V/def2-TZVPD) on a structure of composition C28H35AsN2O5SV.

```
73
Properties=species:S:1:pos:R:3:lowdin_charge:R:1
V -0.336 -0.719 1.111 1.055
N 1.593 -1.187 2.108 0.018
C 1.335 -2.057 3.267 -0.074
C -0.165 -2.135 3.526 -0.452
O -0.672 -2.918 4.265 0.200
N -0.869 -1.158 2.795 -0.055
C -2.242 -0.895 3.158 -0.015
C -2.973 -0.804 1.785 -0.474
O -4.113 -1.060 1.612 0.228
O -2.044 -0.456 0.893 -0.108
H 2.248 -1.629 1.467 0.125
H 2.029 -0.320 2.416 0.123
H 1.796 -1.675 4.181 0.159
H 1.712 -3.070 3.118 0.151
H -2.375 0.075 3.649 0.163
H -2.683 -1.678 3.776 0.155
O 0.121 0.842 1.110 -0.448
As 0.607 2.301 0.268 1.417
C 2.528 2.326 0.445 -0.326
C 3.195 3.444 0.927 -0.061
C 4.584 3.432 0.936 -0.024
C 5.275 2.326 0.462 -0.018
C 4.596 1.214 -0.028 -0.043
C 3.211 1.211 -0.042 -0.128
C 0.210 1.910 -1.571 -0.326
C -0.969 1.268 -1.943 -0.090
C -1.251 1.130 -3.294 -0.042
C -0.377 1.641 -4.245 -0.021
C 0.802 2.267 -3.863 -0.025
C 1.103 2.410 -2.518 -0.074
C -0.387 3.766 1.013 -0.317
C -0.424 3.960 2.391 -0.090
C -1.130 5.045 2.883 -0.036
C -1.775 5.911 2.007 -0.014
C -1.725 5.705 0.634 -0.028
C -1.031 4.620 0.121 -0.073
H 2.647 4.310 1.282 0.119
H 5.126 4.289 1.311 0.130
H 6.357 2.334 0.465 0.131
H 5.146 0.368 -0.416 0.122
H 2.658 0.376 -0.470 0.102
H -1.674 0.919 -1.194 0.096
H -2.166 0.650 -3.613 0.122
H -0.624 1.564 -5.295 0.129
H 1.483 2.653 -4.609 0.129
H 2.017 2.902 -2.204 0.116
H 0.092 3.285 3.065 0.112
H -1.177 5.216 3.949 0.126
H -2.324 6.756 2.398 0.131
H -2.229 6.385 -0.038 0.129
H -0.985 4.441 -0.948 0.113
C 1.540 -4.103 -3.242 -0.071
C 0.376 -3.765 -2.311 -0.283
C 0.588 -4.420 -0.952 -0.303
S -0.472 -3.841 0.402 1.191
O -0.200 -2.272 0.425 -0.581
C -2.191 -4.000 -0.203 -0.276
C -2.724 -2.995 -1.222 -0.267
C -4.241 -3.180 -1.332 -0.060
H 1.389 -3.615 -4.202 0.092
H 1.593 -5.176 -3.417 0.096
H 2.496 -3.771 -2.837 0.085
H -0.541 -4.141 -2.762 0.109
H 0.289 -2.681 -2.192 0.105
H 1.605 -4.260 -0.584 0.106
H 0.419 -5.501 -0.983 0.127
H -2.780 -3.955 0.718 0.108
H -2.239 -5.023 -0.587 0.128
H -2.280 -3.157 -2.200 0.099
H -2.509 -1.972 -0.917 0.084
H -4.495 -4.216 -1.550 0.096
H -4.626 -2.561 -2.139 0.095
H -4.750 -2.888 -0.415 0.080
```

## Properties
E = -5150.6660 Eh
Frontier orbital gap = 0.2153 Ha
Multiplicity = 1
Total charge = +3

Entry 5:
ORCA calculation (wB97M-V/def2-TZVPD) on a structure of composition C28H35B2Cl5F4N12O7Y.

```
94
Properties=species:S:1:pos:R:3:lowdin_charge:R:1
Y -1.116 1.108 1.780 1.566
C -2.749 -3.169 2.760 0.022
C -2.491 -1.711 2.614 -0.220
N -1.538 -1.198 1.928 -0.050
O -0.623 -1.992 1.281 0.056
B 0.739 -1.565 1.774 -1.065
F 1.684 -2.455 1.370 0.193
F 0.662 -1.384 3.148 0.158
O 1.219 -0.172 1.181 -0.044
N 1.119 0.915 2.039 -0.068
C 2.204 1.550 2.324 -0.158
C 3.513 0.960 1.884 0.008
C 2.351 2.958 3.010 -0.207
N 1.557 3.673 3.718 0.135
O 0.196 3.588 3.672 -0.332
B -1.744 2.170 3.998 -0.868
F -1.894 4.655 5.046 -0.437
F -0.761 1.081 4.210 0.048
O -3.042 1.554 4.058 0.104
N -2.820 0.462 3.209 -0.048
C -3.258 -0.700 3.434 -0.224
C -4.318 -1.069 4.406 0.034
C 3.709 3.589 2.945 -0.023
H -2.256 -3.713 1.958 0.093
H -3.817 -3.385 2.767 0.090
H -2.325 -3.512 3.707 0.112
H 3.377 -0.100 1.698 0.089
H 4.273 1.095 2.649 0.086
H 3.857 1.432 0.961 0.109
H -4.628 -0.185 4.958 0.095
H -3.967 -1.826 5.107 0.105
H -5.176 -1.474 3.864 0.103
H 3.962 3.749 1.895 0.101
H 4.480 2.964 3.391 0.083
H 3.677 4.546 3.454 0.095
N -0.415 1.241 -2.594 0.087
C 0.929 1.907 -2.655 -0.097
C 0.912 3.180 -1.804 -0.054
C 0.612 2.945 -0.323 -0.589
O 1.184 3.593 0.537 0.079
O -0.298 2.060 -0.070 -0.208
H -1.063 1.627 -3.276 0.161
H -0.719 1.501 -1.616 0.084
H 1.185 2.127 -3.689 0.133
H 1.644 1.196 -2.249 0.123
H 0.137 3.857 -2.177 0.095
H 1.871 3.689 -1.871 0.132
C 3.856 -6.053 -2.902 -0.062
C 3.431 -5.321 -4.169 -0.185
N 2.906 -3.980 -3.899 -0.052
C 3.785 -2.831 -4.079 -0.197
C 4.880 -2.729 -3.023 -0.068
C 1.588 -3.874 -3.639 -0.440
O 0.813 -4.819 -3.614 0.089
C 0.992 -2.527 -3.364 -0.079
C 0.037 -1.998 -4.262 -0.005
C -0.637 -0.869 -3.950 0.014
C -0.481 -0.283 -2.585 -0.288
N 0.607 -0.750 -1.795 0.124
C 1.221 -1.831 -2.140 -0.051
H 4.204 -7.055 -3.156 0.080
H 3.009 -6.145 -2.224 0.080
H 4.660 -5.531 -2.385 0.062
H 2.630 -5.885 -4.645 0.119
H 4.262 -5.223 -4.868 0.124
H 3.170 -1.932 -4.056 0.109
H 4.238 -2.897 -5.071 0.125
H 4.456 -2.759 -2.019 0.075
H 5.418 -1.788 -3.146 0.078
H 5.602 -3.539 -3.122 0.071
H -0.122 -2.499 -5.209 0.134
H -1.386 -0.450 -4.613 0.116
H -1.403 -0.487 -2.018 0.136
H 1.999 -2.168 -1.459 0.135
N -4.824 -2.575 -0.630 0.151
N -4.407 -1.345 -0.194 -0.270
N -5.170 -0.582 0.556 0.160
C -4.353 0.432 0.808 -0.229
N -3.153 0.263 0.240 -0.065
N -3.220 -0.887 -0.414 0.088
H -5.832 -2.629 -0.615 0.110
H -4.390 -2.834 -1.505 0.110
H -4.634 1.300 1.380 0.118
Cl -1.255 3.617 3.723 1.279
C -2.045 3.988 2.483 -0.463
C -2.565 3.194 1.353 -0.132
C -2.610 3.761 0.109 -0.691
Cl -3.204 2.803 -1.250 0.685
C -2.207 5.049 -0.202 -0.704
Cl -2.074 5.610 -1.815 0.723
C -1.977 5.922 0.873 -0.709
Cl -1.733 7.591 0.530 0.710
C -2.059 5.489 2.173 -0.586
Cl -2.057 6.690 3.398 0.785
```

## Properties
E = -5059.5136 Eh
Frontier orbital gap (spin up / spin down) = 0.2469 / 0.2085 Ha
Multiplicity = 1
Total charge = +1

The calculation returns the following energy relative to the best compared isomer or geometry (same formula, charge and spin) values, one per record and in order: 0.0; 0.0; 0.0; 28.5; 526.5 kcal per mole.